(1)
The following is a quantum chemistry calculation of a molecular structure, CH2NO3S at a distorted geometry, from the Open Molecules 2025 dataset.

The geometry in XYZ format:
```
8
Properties=species:S:1:pos:R:3:forces:R:3:lowdin_charge:R:1
C -1.81377 -0.54773 0.04350 4.01 -2.84 0.67 -0.535
N -0.95681 -1.38636 0.26795 -2.51 0.57 -0.24 0.043
O 0.74191 1.16135 -0.10029 -1.24 0.12 0.55 -0.423
O -2.52288 0.33868 -0.21062 -2.18 1.59 -0.41 0.062
O 2.33694 -0.56052 -0.81503 1.37 -1.00 -1.88 -0.693
S 1.62028 -0.14862 0.39655 0.50 -0.19 1.89 0.616
H 0.19852 -1.22956 0.44826 0.07 1.09 -0.09 -0.039
H -0.16015 0.82852 0.04742 -0.02 0.67 -0.49 -0.031
```
Forces are in eV/Å.

Computed properties:
* relative energy (zero: lowest compared OMol25 entry of this formula, charge and spin): 35.2 kcal per mole
* HOMO: -2.5156 eV
* gap between HOMO and LUMO: 6.411 eV
* total charge: -1
* LUMO energy: 0.1432 Eh
* total energy: -19537.3753 eV

***

(2)
The following is a quantum chemistry calculation of a gas-phase ion, CH2NO3S (charge -1) at a distorted geometry, from the Open Molecules 2025 dataset.

The geometry in XYZ format:
```
8
Properties=species:S:1:pos:R:3:forces:R:3:lowdin_charge:R:1
C -2.28336 -0.04670 0.06784 1.38 -1.56 -0.35 -0.801
N 0.19956 1.14047 0.44055 -0.45 -0.27 1.28 -0.416
O -2.96764 0.81392 -0.39420 -1.43 0.92 0.12 -0.035
O -2.27586 -1.08164 0.71129 -0.21 0.72 -0.19 -0.032
O 0.30240 -1.22318 -0.83725 0.20 -0.28 -0.22 -0.451
S -0.41615 0.36515 -0.74278 -0.66 -1.37 -0.75 0.823
H 1.10445 1.36049 0.11541 1.45 1.01 -0.25 -0.099
H -0.25830 -2.00830 -0.69654 -0.28 0.83 0.36 0.011
```
Forces are in eV/Å.

Computed properties:
* relative energy (zero: lowest compared OMol25 entry of this formula, charge and spin): 30.5 kcal per mole
* HOMO: -3.5385 eV
* gap between HOMO and LUMO: 7.381 eV
* total charge: -1
* LUMO energy: 0.1412 Eh
* total energy: -19537.5795 eV